This record from the Open Molecules 2025 dataset describes a 11-piece molecular cluster, C45H120N8O13 overall. The level of theory is the ωB97M-V functional and the def2-TZVPD basis.

The highest occupied orbital energy is -8.91 eV. Its SMILES is COC[C@H](C)N.COC[C@H](C)N.COC[C@H](C)N.COC[C@H](C)N.COC[C@H](C)N.COC[C@H](C)N.COCCNCCOC.COCCNCCOC.CC(C)O.CC(C)O.CC(C)O. Its electronic energy is -87138.84210 eV. The orbital gap comes out at 0.335 hartree. The LUMO energy is 0.2017 eV. The energy above the lowest of the compared OMol25 structures with the same formula, charge and spin is 0.0 kJ/mol.

Atoms and positions in Å:
1 C -14.60876 4.46981 -6.17910
2 O -15.06660 4.88085 -4.89303
3 C -14.39476 4.29801 -3.76091
4 C -14.78065 4.96491 -2.40220
5 C -14.91892 6.50594 -2.55245
6 N -13.71986 4.66616 -1.48242
7 H -14.67126 3.39350 -6.33960
8 H -13.63926 4.93470 -6.35810
9 H -15.21894 4.95517 -6.94082
10 H -14.75439 3.26912 -3.74861
11 H -13.33428 4.49082 -3.92308
12 H -15.76228 4.58538 -2.11855
13 H -15.77738 6.82788 -3.14196
14 H -13.98374 6.95201 -2.89090
15 H -15.16992 6.86996 -1.55616
16 H -13.94097 4.99496 -0.55338
17 H -13.73539 3.66931 -1.32070
18 C -13.35463 -5.07794 2.02090
19 O -13.49534 -3.65070 1.71708
20 C -14.61162 -3.32646 0.92797
21 C -14.90576 -1.85159 1.07904
22 C -16.14722 -1.40742 0.29757
23 N -13.75235 -1.14171 0.63018
24 H -14.29866 -5.47676 2.39217
25 H -12.69970 -5.27541 2.86954
26 H -13.01408 -5.68073 1.17902
27 H -14.36767 -3.52406 -0.11584
28 H -15.50809 -3.89094 1.18450
29 H -15.09207 -1.70352 2.14275
30 H -17.02953 -2.01347 0.50333
31 H -15.96412 -1.41133 -0.77693
32 H -16.45709 -0.40439 0.59084
33 H -13.04009 -1.63041 1.15360
34 H -13.61644 -1.56432 -0.27703
35 C -3.33027 3.77972 -8.60814
36 O -3.12304 2.55864 -7.94565
37 C -3.04690 2.76269 -6.57176
38 C -2.52322 1.51620 -5.84186
39 C -3.29992 0.23078 -6.10381
40 N -2.57110 1.65526 -4.39395
41 H -4.18049 4.38075 -8.28565
42 H -3.54849 3.44559 -9.62245
43 H -2.49624 4.47500 -8.70341
44 H -2.34512 3.57906 -6.40107
45 H -4.05141 3.05306 -6.26394
46 H -1.51021 1.32911 -6.19810
47 H -3.01616 -0.58682 -5.44116
48 H -3.17124 -0.20810 -7.09322
49 H -4.37244 0.39392 -5.99809
50 H -3.51353 1.76871 -4.04891
51 H -2.14768 2.53054 -4.12063
52 C -6.62064 1.39413 -0.11200
53 O -6.56132 2.52556 -0.97409
54 C -7.53649 3.48117 -0.61402
55 C -7.58890 4.65849 -1.59229
56 C -6.23010 5.38641 -1.65088
57 N -8.55525 5.70281 -1.23608
58 H -7.62039 0.96372 -0.05408
59 H -6.42158 1.77822 0.88848
60 H -5.84566 0.68008 -0.39060
61 H -8.54080 3.05795 -0.63217
62 H -7.36371 3.81673 0.40855
63 H -7.75064 4.23572 -2.58386
64 H -5.37426 4.72627 -1.79177
65 H -6.12758 6.00561 -0.75971
66 H -6.18454 5.98183 -2.56275
67 H -9.44472 5.24440 -1.09898
68 H -8.31447 6.14196 -0.35899
69 C -9.46457 0.43584 -7.22391
70 O -10.56255 -0.38883 -7.43276
71 C -10.26652 -1.74422 -7.13848
72 C -10.39963 -1.89416 -5.60761
73 C -10.05752 -3.35065 -5.12125
74 N -11.78609 -1.55488 -5.32472
75 H -8.97979 0.30834 -6.25601
76 H -9.84020 1.45895 -7.23947
77 H -8.69004 0.33186 -7.98377
78 H -10.99657 -2.38234 -7.63640
79 H -9.26614 -2.01371 -7.47722
80 H -9.75929 -1.15616 -5.12449
81 H -9.97090 -3.37456 -4.03496
82 H -9.13556 -3.68201 -5.59905
83 H -10.81512 -4.03056 -5.51094
84 H -12.42601 -2.26739 -5.64556
85 H -11.99161 -0.87311 -6.04099
86 C -11.32455 1.11642 -16.26835
87 O -12.64902 0.86605 -15.86811
88 C -12.75511 0.38443 -14.51242
89 C -14.15958 0.46566 -13.84535
90 C -14.56195 1.94011 -13.75788
91 N -14.13021 -0.09079 -12.50962
92 H -10.63949 0.26862 -16.26446
93 H -10.92676 1.93819 -15.67290
94 H -11.37421 1.60047 -17.24369
95 H -12.63702 -0.69913 -14.51866
96 H -12.02834 0.85565 -13.85070
97 H -14.93464 -0.11045 -14.35082
98 H -14.70355 2.25081 -14.79303
99 H -13.82648 2.63884 -13.35922
100 H -15.42970 1.96970 -13.09890
101 H -13.37203 0.37576 -12.03256
102 H -13.90016 -1.06870 -12.61380
103 C -12.64594 -11.89220 -5.19647
104 O -13.48616 -10.96710 -4.42623
105 C -14.79109 -10.70883 -4.96186
106 C -15.64117 -10.12261 -3.83486
107 N -16.96337 -9.67343 -4.30234
108 C -17.85866 -10.85376 -4.23883
109 C -19.12585 -10.63834 -5.12690
110 O -18.70583 -10.24036 -6.46779
111 C -18.18732 -11.23924 -7.25548
112 H -12.47910 -11.50872 -6.20306
113 H -13.18567 -12.83695 -5.26164
114 H -11.64857 -12.02140 -4.77618
115 H -15.23616 -11.64302 -5.30436
116 H -14.71894 -10.02848 -5.81040
117 H -15.10627 -9.24464 -3.47271
118 H -15.80283 -10.72511 -2.94101
119 H -17.08404 -9.42139 -5.27292
120 H -18.15929 -11.04426 -3.20857
121 H -17.31067 -11.73863 -4.56259
122 H -19.73577 -9.82856 -4.72646
123 H -19.74840 -11.53187 -5.17325
124 H -18.92903 -11.49095 -8.01351
125 H -18.00087 -12.10742 -6.62333
126 H -17.26637 -10.88274 -7.71685
127 C -13.73584 -5.37300 -10.45363
128 O -14.96141 -4.81761 -10.02359
129 C -15.51027 -5.54912 -8.97167
130 C -16.79777 -5.03659 -8.39045
131 N -16.52996 -3.81038 -7.62299
132 C -17.74721 -3.26729 -6.91281
133 C -18.36689 -4.05288 -5.80393
134 O -19.51701 -3.24184 -5.40756
135 C -20.42377 -3.79714 -4.47311
136 H -13.06946 -5.67318 -9.64496
137 H -13.30361 -4.61049 -11.10159
138 H -13.81511 -6.29168 -11.03488
139 H -14.85151 -5.59524 -8.10449
140 H -15.67987 -6.56250 -9.33555
141 H -17.39888 -5.72730 -7.79911
142 H -17.34843 -4.75815 -9.28897
143 H -16.31721 -3.08788 -8.29592
144 H -18.55842 -3.06640 -7.61259
145 H -17.60394 -2.27163 -6.49301
146 H -17.63191 -4.20835 -5.01417
147 H -18.60804 -5.03255 -6.21647
148 H -21.28274 -3.12847 -4.41699
149 H -19.94080 -3.76856 -3.49636
150 H -20.83223 -4.80258 -4.57482
151 C -4.33617 -2.00460 -13.10568
152 C -5.33969 -1.85880 -14.24582
153 C -4.87087 -2.55336 -15.52051
154 O -6.51644 -2.50547 -13.83255
155 H -4.79265 -1.96647 -12.11661
156 H -3.60430 -1.19687 -13.10007
157 H -3.78478 -2.94403 -13.14500
158 H -5.56773 -0.79960 -14.36503
159 H -5.57787 -2.37630 -16.33100
160 H -4.79064 -3.63503 -15.41255
161 H -3.88158 -2.25358 -15.86627
162 H -6.30051 -3.20937 -13.21652
163 C -9.56357 11.05552 -7.46293
164 C -10.14158 10.13345 -6.38996
165 C -9.82563 8.69269 -6.69571
166 O -9.47068 10.37722 -5.17758
167 H -8.48081 11.08983 -7.34226
168 H -9.95916 12.06847 -7.53735
169 H -9.82862 10.74385 -8.47322
170 H -11.21032 10.29133 -6.24517
171 H -10.34051 8.00488 -6.02494
172 H -8.74470 8.55435 -6.67254
173 H -10.11024 8.41425 -7.71039
174 H -9.48401 9.54211 -4.70429
175 C -6.26637 -8.77377 -8.38184
176 C -5.58812 -7.42154 -8.77178
177 C -4.14607 -7.29473 -8.38018
178 O -5.68566 -7.39592 -10.13703
179 H -6.44384 -8.90261 -7.31413
180 H -5.67993 -9.58911 -8.80541
181 H -7.24071 -8.90993 -8.85111
182 H -6.07510 -6.51692 -8.40761
183 H -3.53689 -8.18531 -8.53470
184 H -3.98067 -7.12105 -7.31689
185 H -3.62603 -6.46777 -8.86371
186 H -5.48320 -8.27580 -10.46327

Forces on the atoms, in the same order (eV/Å):
C -0.2 0.9 0.5
O -0.6 0.3 0.2
C -0.8 0.9 -0.7
C -0.6 1.4 -2.2
C -0.3 -0.7 0.7
N 0.3 -0.7 0.7
H 0.4 -0.1 0.1
H 0.6 -0.7 0.0
H -0.5 -0.1 0.3
H 0.9 -0.5 0.2
H 0.3 -0.7 0.3
H -0.2 -0.2 0.2
H 0.3 -0.3 -0.4
H -0.1 0.0 -0.1
H 0.3 0.3 0.2
H -0.1 0.6 0.1
H 0.4 -0.5 -0.2
C -0.7 0.8 0.2
O 0.6 -1.7 1.0
C -0.7 -0.4 -0.3
C -1.6 -0.5 0.1
C -0.2 -0.1 0.3
N 0.7 0.3 0.2
H -0.4 0.1 -0.4
H 0.5 0.8 -0.2
H 0.0 0.2 -0.2
H -0.1 -0.2 -0.4
H 0.0 -0.4 0.2
H 0.1 0.3 0.2
H 0.1 -0.3 0.0
H 0.0 0.0 -0.1
H 0.3 0.1 -0.1
H 0.9 0.5 0.3
H 0.3 0.5 -0.8
C -0.5 -0.5 -1.8
O 0.4 0.3 -0.4
C 0.2 -0.6 0.3
C -0.9 -0.8 -0.1
C -0.5 -0.5 -0.9
N 0.7 0.8 0.4
H -0.3 -0.3 0.5
H -0.1 0.4 -0.2
H 0.6 -0.3 0.5
H 0.1 0.3 0.4
H -0.1 0.0 0.7
H 0.3 0.2 0.3
H 0.2 0.4 0.4
H 0.1 0.4 -0.3
H -0.1 0.1 0.2
H -0.4 -0.3 -0.2
H 0.5 0.2 0.1
C 0.2 1.0 0.4
O -0.4 -0.3 -0.4
C -0.4 0.2 -0.3
C 2.0 0.6 0.5
C -0.1 -0.4 -0.7
N -0.4 -1.1 -0.6
H -0.1 -0.3 -0.4
H 0.2 -0.3 0.4
H -0.2 0.1 -0.1
H -0.2 -0.5 0.1
H 0.2 0.3 0.3
H -0.5 0.2 -0.1
H -0.1 -0.3 0.6
H 0.3 0.1 -0.1
H -0.3 0.5 0.2
H -0.5 0.2 0.0
H 0.2 0.0 0.1
C 0.3 1.2 0.1
O -0.2 -0.6 -0.6
C 0.6 0.0 0.9
C -0.3 -1.9 -0.6
C -0.1 1.4 -0.9
N -0.5 0.5 0.3
H 0.0 -0.2 0.2
H 0.1 0.0 -0.1
H 0.0 -0.2 -0.3
H -0.1 0.1 0.0
H 0.2 0.0 -0.3
H 0.0 -0.2 0.1
H -0.1 -0.2 -0.1
H 0.3 0.1 0.3
H -0.2 0.0 0.4
H 0.1 -0.9 0.3
H -0.2 1.0 0.4
C -0.2 1.3 -0.1
O -0.6 -0.4 1.1
C -1.0 -1.2 -0.7
C 0.6 1.9 -0.1
C -0.4 -0.6 -0.4
N 0.3 -0.1 -0.2
H -0.2 -0.2 0.0
H 0.4 -0.2 0.6
H -0.1 -0.6 -0.3
H 1.0 -0.3 -0.1
H 0.1 0.1 0.0
H 0.2 0.2 -0.6
H -0.6 0.4 0.2
H 0.4 -0.4 0.2
H -0.3 0.4 -0.5
H 0.2 -0.2 0.5
H 0.2 -0.3 0.5
C -1.4 1.0 0.0
O 1.0 -0.6 -0.4
C 0.7 -1.0 0.9
C 0.1 1.9 -0.9
N -1.2 -1.5 0.7
C -0.8 0.5 -0.3
C 1.4 0.2 -0.3
O -1.1 1.5 2.0
C 0.0 -0.8 -0.1
H -0.2 0.1 -0.2
H 0.2 -0.2 0.0
H -0.4 0.2 0.6
H -0.1 -0.2 -0.2
H -0.1 0.2 0.0
H 0.1 0.1 0.1
H 0.2 -0.5 -0.4
H 1.0 0.5 -0.3
H -0.1 0.1 0.1
H -0.1 -0.4 -0.2
H 0.2 0.1 -0.2
H 0.1 -0.2 0.0
H 0.2 -0.3 -0.3
H 0.3 -0.4 -0.4
H 0.1 -0.2 -0.1
C 0.1 0.3 -0.4
O 0.0 0.4 0.1
C 0.0 -1.8 1.2
C -0.2 1.9 -1.2
N -1.2 0.4 1.5
C 0.2 0.8 -1.1
C -0.3 0.0 0.1
O 0.6 -1.5 -0.8
C 0.3 0.7 1.0
H 0.1 0.6 0.4
H 0.3 -0.1 0.2
H -0.7 -0.2 -0.3
H 0.7 -0.1 -0.1
H 0.0 -0.4 0.1
H 0.6 -0.3 -0.2
H -0.9 -0.1 -0.1
H 0.4 0.1 0.0
H -0.2 -0.3 -0.4
H 0.9 0.1 -0.1
H -0.2 0.1 0.5
H -0.7 -0.2 0.4
H 0.1 0.1 -0.2
H 0.0 -0.1 0.3
H 0.4 -0.3 -0.9
C 0.8 0.4 0.2
C 0.9 -1.1 0.8
C 0.3 0.4 -0.6
O -1.5 0.0 0.0
H -0.4 0.1 -0.1
H 0.2 0.0 -0.2
H 0.0 -0.1 -0.2
H -0.1 -0.1 -0.4
H 0.0 0.1 0.0
H -0.2 0.0 0.4
H 0.0 0.4 0.1
H 0.1 0.0 0.0
C -0.4 0.2 -0.5
C 0.4 -0.1 -0.5
C -0.3 -0.5 -1.3
O 0.2 0.8 0.9
H 0.0 0.0 -0.1
H 0.1 0.2 1.0
H 0.2 -0.7 0.0
H -0.2 0.0 -0.2
H 0.2 0.0 0.2
H 0.0 -0.1 0.3
H -0.3 0.0 -0.1
H 0.1 0.1 0.3
C -0.1 0.7 0.6
C -0.3 -1.2 1.0
C 1.4 -0.2 1.2
O -0.2 0.7 -2.6
H 0.4 -0.2 0.1
H 0.4 -0.1 0.4
H -0.1 0.6 -0.1
H -0.5 -0.2 0.1
H -0.2 -0.3 -0.5
H -0.4 0.1 0.3
H -0.4 0.0 -0.3
H 0.1 0.0 -0.2